Record 1
Here is C29H30N4O7S in the gas phase from OMol25. Energies are from the ωB97M-V functional and the def2-TZVPD basis.

Last column: natural (NBO) charge in e.
CARTESIAN COORDINATES (ANGSTROEM)
C1 -5.847 -2.618 -0.613  -0.25
H1 -5.361 -3.554 -0.904  0.18
O1 -5.438 -1.548 -1.430  -0.52
C2 -4.117 -1.211 -1.441  0.37
C3 -3.133 -1.809 -0.666  -0.35
C4 -1.827 -1.351 -0.726  -0.14
C5 -1.480 -0.285 -1.537  -0.09
C6 -2.462 0.285 -2.344  -0.19
C7 -3.761 -0.171 -2.303  -0.28
H2 -4.526 0.266 -2.923  0.23
H3 -2.204 1.104 -2.998  0.22
C8 -0.084 0.289 -1.579  -0.25
N1 0.791 -0.157 -0.510  -0.43
C9 1.092 0.574 0.578  0.70
O2 2.057 0.336 1.287  -0.63
C10 0.193 1.767 0.922  -0.34
N2 -1.215 1.470 0.902  -0.67
C11 -2.109 2.115 0.099  0.70
O3 -1.809 2.925 -0.749  -0.58
C12 -3.478 1.647 0.420  -0.15
C13 -3.556 0.774 1.492  -0.22
C14 -4.749 0.219 1.895  -0.22
C15 -5.897 0.561 1.189  -0.18
C16 -5.835 1.441 0.119  -0.19
C17 -4.627 1.993 -0.277  -0.14
H4 -4.558 2.676 -1.109  0.24
H5 -6.738 1.692 -0.416  0.23
H6 -6.847 0.138 1.480  0.23
H7 -4.781 -0.457 2.735  0.24
S1 -1.926 0.582 2.174  2.31
O4 -1.757 1.317 3.385  -0.90
O5 -1.454 -0.764 2.145  -0.92
H8 0.378 2.598 0.231  0.27
H9 0.469 2.080 1.935  0.25
C18 1.632 -1.307 -0.853  -0.15
C19 1.999 -2.232 0.282  0.03
C20 1.234 -2.380 1.432  -0.26
C21 1.642 -3.306 2.382  0.04
N3 2.708 -4.076 2.254  -0.42
C22 3.422 -3.949 1.149  0.04
C23 3.115 -3.054 0.139  -0.27
H10 3.729 -3.002 -0.747  0.22
H11 4.284 -4.599 1.071  0.19
H12 1.074 -3.437 3.293  0.19
H13 0.350 -1.793 1.616  0.24
C24 2.857 -0.754 -1.620  0.68
O6 2.855 -0.716 -2.836  -0.64
N4 3.846 -0.290 -0.849  -0.63
H14 3.744 -0.277 0.159  0.44
C25 5.048 0.279 -1.409  -0.24
H15 4.879 0.419 -2.479  0.24
H16 5.884 -0.413 -1.262  0.21
C26 5.419 1.607 -0.745  0.09
H17 6.260 2.041 -1.309  0.17
C27 4.257 2.622 -0.652  -0.44
H18 4.521 3.546 -1.165  0.21
H19 3.352 2.223 -1.107  0.21
C28 4.093 2.853 0.854  -0.45
H20 3.329 2.192 1.262  0.23
C29 5.460 2.428 1.390  -0.06
H21 6.189 3.246 1.293  0.16
O7 5.843 1.338 0.582  -0.53
H22 5.439 2.083 2.424  0.20
H23 3.850 3.883 1.103  0.21
H24 1.058 -1.898 -1.579  0.25
H25 -0.156 1.380 -1.571  0.23
H26 0.395 0.016 -2.528  0.25
H27 -1.087 -1.832 -0.109  0.22
H28 -3.361 -2.630 -0.005  0.22
H29 -6.922 -2.710 -0.765  0.20
H30 -5.645 -2.417 0.444  0.17

Computed properties:
HOMO-LUMO gap = 0.306 hartree
charge = 0
maximum force = 0.01701 hartree/bohr
energy relative to the best compared isomer or geometry (same formula, charge and spin) = 0.0 kcal per mole
E = -2267.0171 a.u.
molecular weight = 578.647 g/mol

Record 2
Here is 7 unconnected molecules or ions with the total composition C35H56IO29PS7 from OMol25. Energies are from the ωB97M-V functional and the def2-TZVPD basis.

Last column: Löwdin charge in e.
CARTESIAN COORDINATES (ANGSTROEM)
C1 -1.348 0.638 1.878  -0.06
C2 -2.257 -0.206 0.987  -0.27
O1 -1.543 -0.713 -0.115  -0.14
C3 -2.348 -1.540 -0.949  -0.18
C4 -1.624 -2.814 -1.304  -0.16
O2 -0.579 -2.675 -2.267  -0.06
C5 0.517 -2.013 -1.812  -0.26
C6 1.388 -2.643 -0.921  -0.55
S1 0.997 -4.317 -0.493  0.79
C7 2.498 -1.957 -0.417  -0.63
I1 3.661 -2.996 0.991  1.06
C8 2.831 -0.648 -0.795  -0.32
P1 4.265 0.430 -0.270  1.02
C9 5.020 0.876 -1.912  -0.23
C10 5.715 -0.416 0.504  -0.50
C11 5.769 -0.322 2.032  -0.21
C12 1.927 -0.042 -1.700  -0.10
C13 0.813 -0.718 -2.212  -0.01
C14 -0.085 -0.043 -3.218  -0.28
O3 -1.229 -0.377 -3.446  0.11
C15 0.505 1.068 -3.993  0.07
C16 1.533 1.756 -3.502  -0.13
C17 2.126 2.933 -4.217  -0.12
C18 1.063 4.034 -4.516  -0.17
C19 1.546 5.455 -4.163  -0.19
C20 0.778 6.100 -2.986  -0.16
C21 1.743 6.508 -1.879  -0.26
O4 1.062 6.689 -0.654  -0.19
C22 1.963 6.615 0.438  -0.11
C23 2.076 1.376 -2.162  -0.31
O5 2.579 2.255 -1.489  0.05
H1 -1.641 0.534 2.924  0.07
H2 -0.306 0.329 1.799  0.07
H3 -1.468 1.693 1.637  0.07
H4 -3.087 0.438 0.670  0.11
H5 -2.689 -1.010 1.596  0.12
H6 -3.223 -1.851 -0.360  0.13
H7 -2.736 -1.005 -1.815  0.11
H8 -2.352 -3.494 -1.748  0.14
H9 -1.294 -3.282 -0.372  0.09
H10 2.210 -4.870 -0.611  -0.16
H11 4.440 0.470 -2.739  0.05
H12 4.998 1.963 -1.963  0.04
H13 6.053 0.540 -1.940  0.00
H14 6.567 0.174 0.152  0.05
H15 5.927 -1.424 0.150  0.03
H16 6.824 -0.350 2.309  0.05
H17 5.297 -1.161 2.537  0.00
H18 5.383 0.631 2.391  0.06
H19 0.073 1.326 -4.952  0.14
H20 2.509 2.596 -5.183  0.12
H21 2.963 3.359 -3.671  0.10
H22 0.184 3.833 -3.904  0.10
H23 0.762 3.965 -5.561  0.11
H24 2.621 5.503 -3.981  0.10
H25 1.358 6.099 -5.026  0.10
H26 0.069 5.403 -2.537  0.11
H27 0.212 6.971 -3.317  0.11
H28 2.477 5.699 -1.762  0.12
H29 2.278 7.426 -2.157  0.13
H30 2.910 7.090 0.158  0.08
H31 2.185 5.567 0.666  0.09
H32 1.533 7.122 1.296  0.08
C24 10.416 2.273 -3.483  -0.16
C25 9.222 2.949 -2.841  -0.16
O6 8.145 2.024 -3.045  -0.20
S2 8.704 0.526 -3.004  0.58
O7 8.501 -0.011 -1.706  -0.22
O8 8.255 -0.152 -4.164  -0.21
O9 10.254 0.886 -3.160  -0.18
H33 10.402 2.379 -4.569  0.13
H34 11.363 2.636 -3.094  0.14
H35 8.983 3.906 -3.297  0.14
H36 9.364 3.081 -1.767  0.14
C26 8.383 2.741 5.503  -0.16
C27 9.325 1.568 5.673  -0.16
O10 9.400 0.987 4.364  -0.19
S3 9.272 2.132 3.255  0.60
O11 10.567 2.507 2.813  -0.22
O12 8.259 1.751 2.341  -0.22
O13 8.718 3.282 4.218  -0.19
H37 7.340 2.419 5.481  0.14
H38 8.513 3.499 6.270  0.13
H39 8.962 0.834 6.386  0.14
H40 10.326 1.895 5.962  0.13
C28 -5.236 3.088 -2.164  -0.16
C29 -5.122 1.579 -2.170  -0.15
O14 -6.228 1.136 -1.375  -0.23
S4 -7.458 2.129 -1.567  0.60
O15 -8.351 1.599 -2.536  -0.22
O16 -7.921 2.546 -0.294  -0.21
O17 -6.645 3.334 -2.248  -0.19
H41 -4.864 3.516 -1.231  0.14
H42 -4.728 3.551 -3.006  0.13
H43 -4.190 1.223 -1.737  0.13
H44 -5.233 1.174 -3.179  0.14
C30 -7.110 -1.741 3.612  -0.17
C31 -8.330 -1.517 2.748  -0.16
O18 -8.250 -0.125 2.382  -0.18
S5 -6.722 0.305 2.237  0.60
O19 -6.334 0.237 0.871  -0.23
O20 -6.499 1.469 3.018  -0.22
O21 -6.083 -0.957 2.985  -0.19
H45 -7.262 -1.365 4.627  0.14
H46 -6.811 -2.780 3.648  0.10
H47 -9.259 -1.715 3.272  0.13
H48 -8.290 -2.116 1.837  0.13
C32 -7.725 -7.168 5.808  -0.15
C33 -6.772 -7.209 4.632  -0.16
O22 -7.586 -6.833 3.514  -0.20
S6 -8.696 -5.785 3.975  0.61
O23 -8.228 -4.478 3.674  -0.22
O24 -9.960 -6.246 3.535  -0.20
O25 -8.558 -6.030 5.549  -0.18
H49 -8.357 -8.057 5.845  0.13
H50 -7.215 -7.046 6.760  0.14
H51 -6.345 -8.194 4.469  0.14
H52 -5.970 -6.475 4.733  0.13
C34 -4.824 -6.683 -0.550  -0.16
C35 -6.309 -6.980 -0.535  -0.15
O26 -6.793 -6.291 0.625  -0.19
S7 -5.947 -4.955 0.853  0.59
O27 -6.654 -3.860 0.297  -0.20
O28 -5.480 -4.939 2.193  -0.22
O29 -4.731 -5.318 -0.122  -0.19
H53 -4.282 -7.305 0.165  0.13
H54 -4.381 -6.794 -1.536  0.14
H55 -6.527 -8.041 -0.457  0.14
H56 -6.809 -6.569 -1.414  0.14

Computed properties:
HOMO-LUMO gap = 0.246 hartree
charge = 0
maximum force = 0.02318 hartree/bohr
E = -6975.3242 a.u.
molecular weight = 1323.151 g/mol

Number 1: HOMO -0.32205 Eh. Number 2: HOMO -0.27413 Eh.